Entry 1:
Below is a structure of composition H28O14 at a distorted geometry, with properties calculated with the ωB97M-V functional and the def2-TZVPD basis.

As for the highest occupied orbital energy: -8.240 eV. For the energy relative to the best compared isomer or geometry (same formula, charge and spin), the calculation gives 912.0 kJ/mol. As for the total charge: 0.

Atoms and positions in Å:
O (1.7980, 2.1420, -2.1937)
H (2.0980, 2.1636, -1.2759)
H (2.4804, 2.7656, -2.4172)
O (-1.8777, 1.3355, 1.5036)
H (-2.6574, 0.9383, 0.9730)
H (-1.2934, 0.6794, 1.7309)
O (-2.5718, -1.4747, -0.3449)
H (-3.1522, -0.9151, 0.0224)
H (-1.8068, -0.9226, -0.1641)
O (2.4112, 1.8873, 0.5444)
H (1.8319, 1.9314, 1.3561)
H (2.9299, 1.0984, 0.7427)
O (0.0437, -0.2757, -0.4086)
H (0.6149, 0.0728, 0.3796)
H (0.2713, -0.0527, -1.3167)
O (1.1964, -1.8665, -1.7964)
H (1.6936, -2.4834, -1.3881)
H (0.5100, -1.7687, -1.1320)
O (1.3601, 0.0406, 2.3350)
H (0.4608, -0.3672, 2.4761)
H (1.5575, 0.3503, 3.3080)
O (-1.0421, 3.2594, -0.3228)
H (-1.0568, 4.0083, 0.1770)
H (-0.9872, 2.3839, 0.0273)
O (2.3704, -2.0261, 2.9184)
H (1.8682, -2.4514, 3.6840)
H (1.8351, -1.3012, 2.6399)
O (-2.1178, 1.9581, -1.6578)
H (-1.7281, 2.6131, -1.1025)
H (-1.1877, 1.6131, -2.0298)
O (-1.8112, -1.4845, -2.7084)
H (-1.1008, -2.2080, -2.7571)
H (-1.6436, -1.4231, -1.7894)
O (-1.0692, -0.9263, 2.2632)
H (-1.0749, -1.7393, 1.8778)
H (-1.8370, -0.9157, 3.1593)
O (0.4660, -2.7982, 0.2532)
H (0.2597, -3.3866, -0.2859)
H (1.3860, -2.9416, 0.4509)
O (-0.1414, 0.9069, -2.5523)
H (0.2246, 0.1031, -3.0117)
H (0.4896, 1.4774, -2.1674)

---

Entry 2:
Below is a cluster of 14 separate species, H28O14 in total at a distorted geometry, with properties calculated with the ωB97M-V functional and the def2-TZVPD basis.

As for the highest occupied orbital energy: -10.838 eV. For the energy relative to the best compared isomer or geometry (same formula, charge and spin), the calculation gives 454.3 kJ/mol. As for the total charge: 0.

Atoms and positions in Å:
H (0.0576, 0.7437, -0.0746)
H (0.6229, -0.7604, 0.0373)
H (-1.9773, -1.9364, -0.4824)
H (-2.7320, -0.5370, -0.7767)
H (-0.4652, 0.5963, 4.7470)
H (0.9513, 0.3403, 5.5022)
H (-3.4519, 3.4509, -0.4629)
H (-3.8443, 2.6150, 0.7440)
H (0.7316, 3.8627, 0.1308)
H (0.5237, 2.4850, 0.2795)
H (4.1284, -1.2873, -3.9615)
H (2.7869, -0.6048, -3.3608)
H (0.6035, -2.3994, 2.4654)
H (-0.9623, -2.4384, 2.5998)
H (-2.4926, -1.4941, 4.2146)
H (-2.7897, -0.1990, 3.4456)
H (1.9542, 4.5530, 3.0626)
H (0.4999, 3.9083, 3.1155)
H (2.5310, -3.1106, -2.2117)
H (1.7542, -4.4455, -2.5111)
H (3.6989, 1.9932, -1.1051)
H (5.1438, 1.6122, -1.5540)
H (-3.4131, 1.7185, -2.6881)
H (-4.3680, 2.7002, -3.4350)
H (-0.5323, -6.2243, 0.4669)
H (-0.1834, -4.6919, 0.8002)
H (1.6051, 0.3681, -4.6139)
H (0.7856, -0.8329, -4.3076)
O (0.0139, -0.1327, 0.3544)
O (-2.8386, -1.4047, -0.3439)
O (0.4435, 0.9760, 4.9735)
O (-4.1136, 2.8401, -0.1297)
O (-0.0070, 3.2419, 0.3359)
O (3.7935, -0.5913, -3.4441)
O (-0.2695, -2.4565, 1.9581)
O (-2.3114, -0.5566, 4.3013)
O (1.4105, 3.7378, 2.8343)
O (1.6789, -3.5948, -2.1947)
O (4.1753, 1.4468, -1.6478)
O (-4.2241, 2.2299, -2.6523)
O (0.1880, -5.5137, 0.5775)
O (0.8941, -0.2074, -4.9887)

---

Entry 3:
Below is a cluster of 14 separate species, H28O14 in total at a distorted geometry, with properties calculated with the ωB97M-V functional and the def2-TZVPD basis.

As for the highest occupied orbital energy: -10.394 eV. For the energy relative to the best compared isomer or geometry (same formula, charge and spin), the calculation gives 181.5 kJ/mol. As for the total charge: 0.

Atoms and positions in Å:
O (-2.0350, -12.4170, 23.7930)
H (-2.4140, -13.1240, 23.2160)
H (-2.5060, -11.6300, 23.5330)
O (-6.9140, -9.3630, 21.2430)
H (-7.0960, -8.8930, 22.0480)
H (-7.7530, -9.1880, 20.7660)
O (-4.6000, -12.7590, 18.0100)
H (-4.4610, -13.4670, 17.3660)
H (-4.5080, -13.3110, 18.7390)
O (-2.0350, -12.0630, 21.0560)
H (-1.7080, -11.2130, 20.8020)
H (-1.6370, -12.2060, 21.9060)
O (-3.3020, -10.0300, 23.4320)
H (-3.7170, -9.3330, 22.9120)
H (-3.4900, -9.8100, 24.3410)
O (-4.0700, -9.0120, 20.8040)
H (-3.4580, -8.3540, 20.4450)
H (-4.6220, -9.1380, 20.0060)
O (-2.6880, -14.5920, 22.2770)
H (-3.2070, -14.4680, 21.4790)
H (-3.2560, -14.9310, 22.9700)
O (-5.7930, -6.9720, 21.6740)
H (-5.3470, -7.8050, 21.4560)
H (-6.6800, -6.9540, 21.3140)
O (-5.3920, -12.2330, 23.5660)
H (-6.1610, -12.7150, 23.3380)
H (-5.0420, -12.0560, 22.7080)
O (-3.7640, -14.6400, 19.7870)
H (-4.5560, -14.9740, 20.1600)
H (-3.6640, -15.1700, 18.9890)
O (-7.1140, -12.7600, 20.0080)
H (-7.9560, -12.4850, 20.3730)
H (-6.3300, -12.4670, 20.4770)
O (-4.6480, -11.5530, 20.9320)
H (-4.4660, -10.6000, 20.8350)
H (-3.7870, -11.9920, 20.9490)
O (-5.5230, -10.3530, 18.7140)
H (-5.2750, -11.2860, 18.5520)
H (-6.1560, -10.5700, 19.3480)
O (-1.1780, -14.1420, 18.9180)
H (-1.8570, -13.7240, 19.4440)
H (-0.9350, -13.4920, 18.2730)

---

Entry 4:
Below is a structure of composition H28O14 at a distorted geometry, with properties calculated with the ωB97M-V functional and the def2-TZVPD basis.

As for the highest occupied orbital energy: -9.533 eV. For the energy relative to the best compared isomer or geometry (same formula, charge and spin), the calculation gives 741.3 kJ/mol. As for the total charge: 0.

Atoms and positions in Å:
O (-1.6357, 1.1959, 1.9058)
H (-1.4966, 0.5117, 2.5700)
H (-0.9701, 1.8737, 2.1725)
O (-0.3852, -1.8620, -1.0579)
H (-0.9003, -1.7193, -1.9734)
H (0.3865, -2.3267, -1.5172)
O (0.0710, -2.3583, 1.7241)
H (-0.3231, -1.7154, 2.3056)
H (-0.4426, -2.1014, 0.9049)
O (-1.7458, -1.1403, -2.9623)
H (-1.0170, -0.6515, -3.1355)
H (-2.0593, -0.6852, -2.1923)
O (0.2817, -0.0258, -0.3011)
H (0.0017, -0.9210, -0.5341)
H (-0.4445, 0.2573, 0.3429)
O (-2.0559, 2.7005, -1.1535)
H (-2.3963, 3.1130, -1.9479)
H (-2.2354, 1.7700, -1.1405)
O (3.0293, 0.1654, -1.9764)
H (3.7450, -0.3572, -1.8131)
H (2.3677, -0.4455, -1.8177)
O (0.5472, 2.2676, -1.7729)
H (0.6207, 1.3943, -1.6169)
H (-0.3038, 2.5078, -1.3481)
O (-2.9686, 0.0838, -0.4300)
H (-3.4992, -0.7978, -0.8387)
H (-3.2168, 0.3471, 0.3570)
O (1.4133, 3.1303, 0.6160)
H (1.0844, 4.0102, 0.7300)
H (1.1703, 2.7838, -0.1283)
O (0.9414, 0.7637, 3.1495)
H (1.3103, -0.0257, 2.4907)
H (0.8582, 0.2024, 3.9780)
O (3.6360, 1.0410, 0.7854)
H (3.0643, 0.8419, 0.1429)
H (3.4164, 0.1562, 1.1732)
O (2.2245, -0.7555, 1.7876)
H (2.9815, -1.3343, 1.6734)
H (1.4566, -1.3992, 1.6119)
O (-2.3277, -3.2882, 0.1042)
H (-2.6135, -4.0508, -0.4982)
H (-1.5708, -3.1564, -0.3696)

---

Entry 5:
Below is a cluster of 2 separate species, H2IO2PS in total at a distorted geometry, with properties calculated with the ωB97M-V functional and the def2-TZVPD basis.

As for the highest occupied orbital energy (spin up / spin down): -8.916 / -9.072 eV. For the energy relative to the best compared isomer or geometry (same formula, charge and spin), the calculation gives 289.2 kJ/mol. As for the total charge: 0.

Atoms and positions in Å:
O (-1.6423, 1.2548, -0.4350)
O (0.4159, -0.1572, -0.6092)
P (-0.9438, -0.0533, 0.1815)
S (-0.1016, 0.6752, 2.0790)
I (2.4590, -2.8942, -0.0780)
H (-1.2388, 1.9899, -0.8669)
H (1.0516, -0.8153, -0.2713)